The following is a quantum chemistry calculation of an isolated molecule of C19H19BrN2O3, from the OMol25 dataset.

Each atom is followed by the atoms it is bonded to, with distances in Å.
Cartesian coordinates (Å):
1 O -3.507 -1.826 -1.881  C2 1.108
2 C -2.746 -1.158 -1.431  O1 1.108, N3 1.250, C10 1.691
3 N -2.109 -0.282 -2.056  C2 1.250, C4 1.548, H26 1.154
4 C -1.751 -0.244 -3.562  N3 1.548, C5 1.393, H27 1.242, H28 0.983
5 C -0.502 -0.751 -3.911  C4 1.393, C6 1.625, O9 1.572, H29 1.080
6 C -0.398 -0.492 -5.512  C5 1.625, C7 1.435, H30 0.993, H31 1.194
7 C 0.307 0.757 -5.462  C6 1.435, C8 1.385, H32 1.086, H33 1.230
8 C 1.076 0.880 -4.316  C7 1.385, O9 1.306, H34 1.296, H35 1.188
9 O 0.474 0.320 -3.302  C5 1.572, C8 1.306
10 C -2.546 -1.021 0.242  C2 1.691, C11 1.547, C25 1.449
11 C -3.552 -1.878 1.045  C10 1.547, C12 1.444, H36 1.133
12 C -3.488 -1.474 2.430  C11 1.444, C13 1.310, H37 0.864
13 C -2.361 -1.170 3.025  C12 1.310, C14 1.424, H38 1.075
14 C -1.263 -0.577 2.338  C13 1.424, N15 1.426, C25 1.533
15 N -0.018 -0.154 2.891  C14 1.426, C16 1.337, H39 1.030
16 C 0.970 0.526 2.301  N15 1.337, O17 1.068, C18 1.584
17 O 0.994 0.787 1.265  C16 1.068
18 C 2.152 0.633 3.350  C16 1.584, C19 1.414, C24 1.404
19 C 2.719 1.923 3.220  C18 1.414, C20 1.479, H40 1.126
20 C 3.901 2.274 4.037  C19 1.479, C21 1.409, H41 1.127
21 C 4.172 1.382 5.094  C20 1.409, Br22 1.952, C23 1.599
22 Br 5.441 1.833 6.506  C21 1.952
23 C 3.252 0.096 5.332  C21 1.599, C24 1.344, H42 1.063
24 C 2.461 -0.324 4.330  C18 1.404, C23 1.344, H43 0.884
25 C -1.242 -0.756 0.816  C10 1.449, C14 1.533, H44 1.211
26 H -1.245 0.320 -1.585  N3 1.154
27 H -2.041 0.945 -3.773  C4 1.242
28 H -2.635 -0.618 -3.777  C4 0.983
29 H -0.340 -1.754 -3.545  C5 1.080
30 H 0.115 -1.326 -5.679  C6 0.993
31 H -1.487 -0.658 -5.974  C6 1.194
32 H -0.299 1.630 -5.682  C7 1.086
33 H 0.869 1.062 -6.513  C7 1.230
34 H 2.186 0.262 -4.570  C8 1.296
35 H 1.451 1.987 -4.107  C8 1.188
36 H -4.484 -1.976 0.410  C11 1.133
37 H -4.107 -1.933 2.820  C12 0.864
38 H -2.293 -1.299 4.090  C13 1.075
39 H 0.029 -0.401 3.890  N15 1.030
40 H 2.445 2.813 2.587  C19 1.126
41 H 4.275 3.329 3.905  C20 1.127
42 H 3.683 -0.546 6.062  C23 1.063
43 H 1.791 -0.879 4.486  C24 0.884
44 H -0.348 -0.263 0.165  C25 1.211

## Properties
charge: 0
2S+1: 1

These are the Löwdin partial charges, in e, on atoms 1 to 8:
1. O 0.1610
2. C -0.6424
3. N 0.0777
4. C -0.1522
5. C -0.1745
6. C -0.0997
7. C -0.3024
8. C -0.3887

The following is a quantum chemistry calculation of an isolated molecule of C4H8O, from the OMol25 dataset.

Each atom is followed by the atoms it is bonded to, with distances in Å.
Cartesian coordinates (Å):
1 C -1.316 -0.921 0.592  C2 1.586, H6 1.095, H7 1.116, H8 1.097
2 C -0.222 0.104 0.072  C1 1.586, O3 1.437, C4 1.481, C5 1.690
3 O -0.756 0.841 -1.039  C2 1.437, H9 0.969
4 C 1.126 -0.432 -0.225  C2 1.481, C5 1.473, H10 1.088, H11 1.085
5 C 1.187 1.029 -0.044  C2 1.690, C4 1.473, H12 1.069, H13 1.115
6 H -1.181 -1.351 1.589  C1 1.095
7 H -1.345 -1.796 -0.101  C1 1.116
8 H -2.327 -0.497 0.556  C1 1.097
9 H -0.924 1.706 -0.636  O3 0.969
10 H 1.637 -0.978 0.564  C4 1.088
11 H 1.230 -0.856 -1.219  C4 1.085
12 H 1.467 1.537 0.854  C5 1.069
13 H 1.424 1.614 -0.963  C5 1.115

## Properties
charge: 0
2S+1: 1

These are the Löwdin partial charges, in e, on atoms 1 to 8:
1. C -0.0177
2. C -0.4141
3. O -0.0868
4. C -0.1610
5. C -0.0436
6. H 0.0650
7. H 0.0859
8. H 0.0636

The following is a quantum chemistry calculation of the ion C7H12NO2 with charge +1, from the OMol25 dataset.

Each atom is followed by the atoms it is bonded to, with distances in Å.
Cartesian coordinates (Å):
1 C -1.331 -1.710 1.173  N2 1.471, H11 1.047, H12 1.079, H13 1.133
2 N -0.306 -0.743 0.751  C1 1.471, C3 1.520, C9 1.487, H14 1.113
3 C 0.660 -0.983 -0.398  N2 1.520, C4 1.489, C9 1.485, H15 1.109
4 C 2.036 -0.429 -0.269  C3 1.489, O5 1.214, C6 1.527
5 O 3.084 -1.038 -0.328  C4 1.214
6 C 1.939 1.086 -0.111  C4 1.527, C7 1.612, H16 1.072, H17 1.104
7 C 0.379 1.479 -0.009  C6 1.612, O8 1.412, C9 1.584, H18 1.017
8 O 0.101 1.745 1.350  C7 1.412, H19 0.928
9 C -0.321 0.130 -0.453  N2 1.487, C3 1.485, C7 1.584, C10 1.491
10 C -1.359 0.238 -1.518  C9 1.491, H20 1.020, H21 1.108, H22 1.021
11 H -1.956 -1.984 0.379  C1 1.047
12 H -0.836 -2.623 1.466  C1 1.079
13 H -1.956 -1.345 2.044  C1 1.133
14 H 0.075 -0.165 1.622  N2 1.113
15 H 0.629 -1.976 -0.891  C3 1.109
16 H 2.476 1.439 0.747  C6 1.072
17 H 2.215 1.576 -1.061  C6 1.104
18 H 0.093 2.198 -0.671  C7 1.017
19 H -0.706 2.201 1.400  O8 0.928
20 H -2.194 -0.122 -1.057  C10 1.020
21 H -1.209 -0.213 -2.519  C10 1.108
22 H -1.512 1.240 -1.648  C10 1.021

## Properties
charge: +1
2S+1: 1

These are the Löwdin partial charges, in e, on atoms 1 to 8:
1. C 0.0301
2. N 0.0201
3. C -0.0171
4. C -0.3180
5. O 0.1578
6. C 0.0305
7. C -0.2102
8. O 0.0235

ΔE to the lowest compared entry with this formula, charge and spin / eV: 15.3579, 3.6257, 2.6537
E_LUMO / eV: 0.221, 1.044, -3.537